{
  "formula": "C43H62FeN2O4P3SSi",
  "method": "ωB97M-V with the def2-TZVPD basis set",
  "symbols": ["Fe", "C", "C", "C", "P", "C", "C", "C", "C", "C", "C", "C", "C", "C", "Si", "C", "C", "C", "C", "C", "C", "P", "C", "C", "C", "C", "C", "C", "C", "C", "C", "C", "C", "C", "P", "C", "C", "C", "C", "C", "C", "H", "H", "H", "H", "H", "H", "H", "H", "H", "H", "H", "H", "H", "H", "H", "H", "H", "H", "H", "H", "H", "H", "H", "H", "H", "H", "H", "H", "H", "H", "H", "H", "H", "H", "H", "H", "H", "H", "H", "H", "H", "H", "H", "H", "H", "H", "H", "H", "H", "H", "H", "H", "H", "H", "O", "N", "O", "S", "C", "N", "C", "C", "C", "C", "H", "H", "H", "H", "H", "C", "O", "C", "O", "H", "H", "H"],
  "xyz": [[0.66386, 0.51720, 0.59390], [-4.37262, -0.13226, -1.86160], [-3.66220, 0.88959, -2.74348], [-4.31378, 0.95278, -4.12162], [-1.78794, 0.59958, -2.55429], [-1.13524, 1.28309, -4.18595], [0.29437, 0.78953, -4.38226], [-1.17275, 2.80599, -4.16960], [-1.57560, -1.17838, -2.95122], [-2.02558, -1.74755, -4.13917], [-1.76285, -3.06840, -4.44188], [-0.99953, -3.82374, -3.56739], [-0.55215, -3.25986, -2.38683], [-0.84222, -1.94421, -2.04278], [-0.31349, -1.33875, -0.27458], [0.78059, -2.78961, 0.26651], [0.42283, -3.88158, 1.03009], [1.27108, -4.97315, 1.17599], [2.50334, -4.98784, 0.51706], [2.89490, -3.92472, -0.25542], [2.04600, -2.80195, -0.37791], [2.15937, -0.42800, 2.22761], [2.19099, -1.79266, 3.51505], [3.02106, -1.46117, 4.75114], [0.78628, -2.20637, 3.94161], [4.03018, -0.31975, 1.90292], [4.75858, -1.64176, 1.67845], [4.25266, 0.62107, 0.72129], [-2.01914, -1.67505, 0.54160], [-2.81897, -2.76432, 0.23491], [-4.10564, -2.86300, 0.73324], [-4.61160, -1.84565, 1.52420], [-3.82586, -0.74885, 1.83190], [-2.52085, -0.66250, 1.35226], [-1.34831, 0.72360, 1.63330], [-1.33043, 0.83843, 3.53209], [-2.54700, 0.39092, 4.34066], [-0.85151, 2.18590, 4.06827], [-2.30337, 2.17935, 0.91216], [-3.79119, 2.36037, 1.19354], [-1.54525, 3.47536, 1.20285], [-5.41875, 0.14077, -1.71224], [-3.88456, -0.19423, -0.89101], [-4.33537, -1.12251, -2.31332], [-3.78739, 1.87900, -2.27659], [-4.32676, -0.02124, -4.60347], [-3.81396, 1.66624, -4.77145], [-5.35094, 1.27465, -4.01307], [-1.75547, 0.90644, -5.00820], [0.88424, 1.04151, -3.50452], [0.74967, 1.25856, -5.25661], [0.31393, -0.29205, -4.51038], [-0.52790, 3.16904, -3.37451], [-2.17850, 3.18180, -3.99223], [-0.81311, 3.20508, -5.11818], [-2.58242, -1.15414, -4.84976], [-2.13516, -3.50125, -5.36292], [-0.75824, -4.84999, -3.80587], [0.03769, -3.86091, -1.71423], [-0.54935, -3.90176, 1.50728], [0.96091, -5.82631, 1.76511], [3.14997, -5.85311, 0.60788], [3.83184, -3.94137, -0.79431], [2.63347, -2.63643, 2.97563], [2.61006, -0.58116, 5.23999], [4.05918, -1.26055, 4.50237], [2.99506, -2.29324, 5.45581], [0.12318, -2.25690, 3.07995], [0.37884, -1.49949, 4.66258], [0.81956, -3.18779, 4.41604], [4.42462, 0.16807, 2.80667], [4.26559, -2.23452, 0.91391], [4.81747, -2.23508, 2.58895], [5.78067, -1.44326, 1.35016], [4.03191, 0.10111, -0.20606], [5.28567, 0.97007, 0.68878], [3.60031, 1.49258, 0.77948], [-2.42827, -3.53875, -0.41073], [-4.72455, -3.71904, 0.49683], [-5.62605, -1.89486, 1.90110], [-4.25221, 0.03625, 2.43092], [-0.52453, 0.11838, 3.72746], [-3.39412, 1.05922, 4.18919], [-2.28627, 0.42596, 5.40138], [-2.83904, -0.62883, 4.10051], [-1.62509, 2.94489, 3.98719], [0.05045, 2.52089, 3.55603], [-0.59870, 2.07361, 5.12301], [-2.18197, 1.95647, -0.16160], [-3.98365, 2.48733, 2.25801], [-4.37526, 1.52478, 0.81733], [-4.13577, 3.26298, 0.68518], [-1.91023, 3.95316, 2.10892], [-1.67138, 4.17284, 0.37492], [-0.48809, 3.24757, 1.33131], [2.06954, 0.80746, 3.28847], [1.84145, 2.12518, 2.76056], [1.56592, 2.09637, 1.50520], [0.52394, 2.19937, -1.21166], [1.75697, 3.35511, -1.02685], [1.45181, 4.49818, -0.30298], [2.39448, 5.44703, -0.00915], [3.63992, 5.36860, -0.54315], [3.96472, 4.27690, -1.37999], [3.01648, 3.28606, -1.60050], [0.57430, 4.47350, 0.19388], [2.08147, 6.24447, 0.64723], [4.37676, 6.12412, -0.31708], [4.94914, 4.20515, -1.81276], [3.25244, 2.42762, -2.20929], [3.63067, -0.60532, -2.79839], [3.50249, -1.66571, -1.87669], [2.34119, -1.66278, -1.14764], [1.56803, -0.65420, -1.19259], [2.88379, -0.69137, -3.59398], [4.63587, -0.67684, -3.21312], [3.49643, 0.35899, -2.30476]],
  "forces_ev_per_angstrom": [[0.147, -0.027, -0.032], [0.091, 0.164, 0.023], [0.289, 0.039, 0.133], [0.167, 0.085, 0.179], [-0.695, -0.071, -0.945], [-0.024, -0.054, 0.242], [-0.059, -0.102, -0.048], [-0.089, -0.137, -0.044], [-0.097, 0.150, 0.122], [-0.158, 0.068, -0.098], [-0.002, -0.119, -0.179], [-0.067, -0.043, -0.047], [0.105, -0.332, -0.144], [0.183, 0.500, 0.378], [-0.236, -0.751, -0.174], [-0.591, 0.218, -0.023], [-0.131, 0.281, -0.098], [-0.034, -0.451, 0.307], [0.163, -0.078, -0.050], [0.213, -0.294, -0.142], [0.363, 0.411, -0.333], [0.957, -0.815, -0.043], [-0.287, 0.125, -0.330], [0.034, 0.030, -0.212], [0.030, 0.036, -0.160], [-0.286, 0.109, 0.030], [-0.088, 0.169, 0.108], [-0.074, 0.154, 0.078], [0.448, 0.217, -0.120], [-0.315, -0.308, 0.074], [0.016, -0.200, -0.120], [-0.152, 0.183, 0.155], [-0.164, -0.020, 0.013], [0.218, -0.023, -0.051], [-0.937, 0.067, 0.738], [0.107, 0.007, -0.162], [0.206, -0.119, -0.140], [0.138, -0.080, -0.215], [0.305, -0.135, -0.086], [0.196, -0.150, -0.066], [0.061, -0.099, 0.002], [-0.088, 0.006, 0.023], [-0.069, -0.114, 0.158], [0.015, -0.092, -0.021], [0.020, -0.089, -0.034], [0.023, -0.102, -0.085], [0.026, 0.044, -0.164], [-0.113, 0.013, -0.004], [0.001, 0.023, 0.101], [0.163, -0.052, 0.018], [0.007, 0.039, -0.123], [0.107, -0.027, -0.034], [0.038, 0.139, 0.053], [-0.148, 0.126, -0.002], [0.003, 0.080, -0.127], [-0.041, 0.076, -0.059], [0.010, 0.005, -0.033], [0.031, -0.117, 0.002], [0.070, -0.144, 0.083], [-0.104, -0.013, 0.038], [0.007, -0.040, 0.057], [0.025, -0.021, 0.001], [0.097, -0.022, 0.010], [-0.009, -0.015, -0.046], [0.021, 0.073, 0.081], [0.148, 0.055, 0.037], [-0.013, -0.110, 0.043], [-0.144, -0.038, 0.030], [-0.054, 0.083, 0.086], [-0.066, -0.080, 0.028], [-0.143, -0.094, -0.097], [0.019, -0.072, -0.076], [-0.020, -0.105, 0.050], [0.091, 0.008, -0.056], [0.007, -0.050, -0.143], [0.171, -0.040, -0.034], [0.074, 0.026, -0.025], [-0.010, -0.113, -0.078], [-0.024, -0.061, -0.037], [-0.027, -0.025, -0.003], [-0.044, 0.080, 0.108], [-0.130, 0.123, -0.024], [-0.124, 0.009, 0.009], [0.005, 0.017, 0.048], [-0.095, 0.013, 0.065], [-0.180, 0.099, 0.027], [-0.199, 0.101, 0.142], [0.004, 0.015, 0.126], [0.014, 0.052, 0.250], [-0.076, -0.008, 0.135], [-0.090, -0.013, 0.020], [-0.041, 0.090, -0.033], [-0.041, 0.041, 0.107], [-0.032, 0.118, -0.119], [0.118, 0.177, 0.045], [-0.149, 0.394, 0.688], [0.466, 0.691, 0.287], [0.136, 0.260, -0.109], [0.364, 0.508, -0.270], [-2.209, 0.154, 0.781], [1.721, -0.093, -0.082], [-0.699, -0.494, -0.202], [0.254, 0.072, -0.080], [-1.191, -0.699, 0.146], [2.043, 0.852, -0.314], [-0.147, -0.005, -0.014], [-0.037, 0.013, 0.029], [-0.047, 0.060, 0.040], [0.111, -0.055, -0.090], [-0.064, -0.048, 0.016], [-0.072, 0.124, -0.120], [0.050, -0.069, 0.140], [0.345, -0.879, 0.286], [-0.034, 0.523, -0.128], [0.054, 0.047, 0.015], [-0.041, -0.014, -0.003], [0.005, -0.025, -0.063]],
  "lowdin_charge": [-0.07, -0.13, -0.54, -0.12, 1.07, -0.56, -0.14, -0.14, -0.38, -0.11, -0.10, -0.08, -0.08, -0.22, 0.60, -0.24, -0.14, -0.12, -0.12, -0.07, -0.22, 1.03, -0.49, -0.11, -0.12, -0.48, -0.10, -0.11, -0.28, -0.09, -0.09, -0.09, -0.14, -0.35, 1.06, -0.48, -0.12, -0.12, -0.51, -0.11, -0.16, 0.08, 0.04, 0.08, 0.09, 0.06, 0.05, 0.07, 0.09, 0.01, 0.07, 0.07, 0.02, 0.06, 0.07, 0.08, 0.09, 0.10, 0.10, 0.09, 0.08, 0.09, 0.10, 0.10, 0.07, 0.06, 0.07, 0.05, 0.07, 0.08, 0.10, 0.05, 0.06, 0.08, 0.05, 0.08, 0.05, 0.10, 0.10, 0.10, 0.08, 0.06, 0.06, 0.07, 0.06, 0.06, 0.03, 0.08, 0.04, 0.07, 0.05, 0.08, 0.07, 0.07, 0.01, -0.38, -0.13, -0.40, 0.78, -0.63, 0.08, -0.07, -0.08, -0.03, -0.07, 0.10, 0.12, 0.10, 0.11, 0.09, -0.07, -0.07, -0.46, -0.18, 0.09, 0.09, 0.06],
  "e_homo_ev": [-1.90, -3.60],
  "molar_mass_g_mol": 879.90,
  "charge": -1,
  "multiplicity": 5,
  "gap_ha": [0.1425, 0.2068],
  "largest_force_ev_per_a": 2.35,
  "energy_ev": -137733.2284,
  "lumo_energy_ha": [0.07254, 0.07441]
}